[1]
DFT (ωB97M-V with the def2-TZVPD basis set) results for a molecular structure, C4H4Cl12F7V2.

```
29
Properties=species:S:1:pos:R:3:forces:R:3
V -0.983 -0.110 2.543 -0.93 2.21 3.18
V -0.229 -2.415 0.709 0.09 1.14 1.58
F -0.675 0.214 4.785 0.10 -0.90 -0.83
F -1.936 -2.187 2.179 1.55 -0.06 -1.35
F 0.793 -3.787 -0.540 -0.77 0.95 0.81
F -0.479 2.094 2.725 0.27 -0.84 -1.24
F -0.728 -0.358 0.325 0.11 -1.01 -0.33
F -3.067 0.808 3.120 0.42 -0.61 -1.07
F 0.855 -1.460 2.453 -0.81 -0.57 -1.77
C -2.063 -1.446 -2.817 -0.27 0.53 0.84
Cl -0.579 -1.717 -3.678 0.12 -0.47 -0.66
Cl -2.570 -2.886 -1.883 0.08 0.65 -0.54
Cl -3.387 -0.764 -3.847 0.56 -0.65 0.29
H -1.784 -0.662 -2.113 -0.56 -0.16 0.29
C -3.035 2.039 -0.302 -0.10 -0.96 0.64
Cl -3.726 3.541 0.242 -0.30 0.41 0.06
Cl -2.580 2.169 -2.034 0.02 -0.12 0.12
Cl -4.148 0.661 0.001 0.62 0.70 -0.41
H -2.134 1.866 0.287 0.03 -0.18 0.07
C 4.831 -0.222 1.469 0.03 -0.75 1.03
Cl 5.353 -1.623 0.447 0.00 1.03 0.37
Cl 5.411 1.364 1.019 0.13 -0.11 -0.68
Cl 5.396 -0.470 3.188 -0.44 -0.23 -0.90
H 3.741 -0.234 1.442 0.09 0.03 0.23
C 1.430 1.114 -1.877 -0.04 0.89 -0.09
Cl 2.128 -0.398 -1.515 0.26 -1.10 0.51
Cl 1.249 1.224 -3.659 0.05 0.52 0.04
Cl 2.482 2.420 -1.219 -0.49 -0.19 -0.41
H 0.434 1.225 -1.450 0.20 -0.13 0.21
```
Positions in Å, forces in eV/Å.

Results
HOMO-LUMO gap (alpha / beta)   2.27 / 4.08 eV
⟨S²⟩   12.007
LUMO (alpha / beta)   5.6 / 5.6 eV
Total charge   -3
Multiplicity   7
DFT total energy   -224881.514 eV

***

[2]
DFT (ωB97M-V with the def2-TZVPD basis set) results for a single C4H4Cl2 molecule.

```
10
Properties=species:S:1:pos:R:3:forces:R:3
C -0.759 0.071 0.129 1.38 5.09 -1.66
C 0.526 0.502 -0.138 -1.35 -4.50 1.37
C 1.713 -0.377 -0.050 2.12 -2.23 1.21
C 3.055 -0.070 0.071 -3.61 0.24 -1.25
Cl 3.599 1.510 -0.180 0.47 1.16 0.16
Cl 4.267 -1.237 0.077 0.62 -0.75 0.26
H -1.619 0.832 0.006 1.55 -1.32 0.26
H -1.043 -0.864 0.436 -0.24 -2.30 0.61
H 0.859 1.424 -0.396 -0.12 3.13 -0.78
H 1.670 -1.509 0.053 -0.82 1.49 -0.18
```
Positions in Å, forces in eV/Å.

Results
HOMO-LUMO gap   8.86 eV
SMILES   C=CC=C(Cl)Cl
LUMO   0.2 eV
DFT total energy   -29255.796 eV
Energy relative to the best compared isomer or geometry (same formula, charge and spin)   19.89 kcal/mol

***

[3]
DFT (ωB97M-V with the def2-TZVPD basis set) results for a molecular structure, C4H4Cl2LuO4Y.

```
16
Properties=species:S:1:pos:R:3:forces:R:3
Y -1.257 -0.306 -3.037 -3.01 0.35 1.89
Lu 0.458 -0.155 0.455 -0.54 -1.47 0.16
Cl -0.654 -1.987 -1.026 0.21 0.67 -0.41
Cl -0.719 1.429 -1.114 0.02 -0.10 -0.43
C 1.596 1.753 1.244 3.43 6.24 2.63
C 0.165 -1.863 -3.963 5.23 -6.78 -1.65
C 0.309 0.881 -4.326 5.51 4.82 -4.08
O 2.094 2.719 1.645 -2.55 -4.98 -2.07
O 0.882 -2.762 -4.133 -3.78 4.86 0.64
O 1.096 1.525 -4.888 -4.29 -3.58 3.00
C -0.659 0.118 3.409 -0.25 1.59 1.65
O -0.369 -0.742 2.303 0.20 -1.52 -1.87
H -1.117 1.020 3.003 -0.25 0.01 0.19
H 0.276 0.380 3.903 -0.05 -0.21 0.16
H -1.337 -0.381 4.102 0.06 0.11 -0.08
H -0.765 -1.627 2.424 0.07 0.00 0.28
```
Positions in Å, forces in eV/Å.

Results
HOMO-LUMO gap   8.88 eV
LUMO   -17.3 eV
Total charge   +4
DFT total energy   -72066.025 eV
Energy relative to the best compared isomer or geometry (same formula, charge and spin)   0.00 kcal/mol